(1)
112
Properties=species:S:1:pos:R:3 method="wB97M-V/def2-TZVPD" orbital_gap_ev=7.415 charge=-1 lumo_energy_ev=1.780 energy_ev=-101485.07084
C -4.87 -0.92 -1.37
B -4.29 -2.15 -2.31
C -2.95 -1.58 -3.12
C -2.03 -2.60 -3.83
C -0.52 -2.28 -3.90
C 0.09 -2.08 -2.51
O 1.23 -1.20 -2.47
C 2.42 -1.74 -2.63
O 3.42 -1.12 -2.82
C -3.89 -3.51 -1.43
C -2.55 -3.48 -0.70
C -1.98 -4.83 -0.23
Cl -2.60 -2.35 0.73
H -5.53 -0.24 -1.94
H -4.06 -0.29 -0.97
H -5.45 -1.27 -0.50
H -5.18 -2.45 -3.11
H -2.37 -0.98 -2.39
H -3.27 -0.85 -3.88
H -2.40 -2.73 -4.86
H -2.12 -3.60 -3.38
H 0.00 -3.12 -4.39
H -0.33 -1.38 -4.52
H 0.43 -3.04 -2.09
H -0.63 -1.64 -1.82
H 2.41 -2.84 -2.49
H -4.68 -3.77 -0.71
H -3.81 -4.38 -2.11
H -1.83 -2.99 -1.35
H -1.54 -4.76 0.76
H -2.78 -5.58 -0.22
H -1.20 -5.17 -0.93
C 0.64 -0.75 1.17
C 0.69 0.41 0.18
O 0.64 1.55 1.06
C 1.10 1.18 2.27
O 1.34 1.93 3.17
O 1.24 -0.16 2.34
H 1.21 -1.62 0.87
H -0.39 -1.04 1.38
H 1.61 0.45 -0.39
H -0.17 0.45 -0.49
C -3.23 -1.42 4.97
C -2.21 -1.30 6.09
O -1.14 -2.12 5.62
C -1.23 -2.22 4.26
O -0.40 -2.70 3.57
O -2.39 -1.68 3.84
H -3.81 -0.52 4.79
H -3.90 -2.27 5.10
H -1.84 -0.28 6.20
H -2.55 -1.68 7.05
C 2.20 1.77 -4.09
C 3.21 2.53 -3.24
O 3.03 3.88 -3.68
C 1.80 4.00 -4.22
O 1.29 5.04 -4.52
O 1.22 2.79 -4.36
H 1.74 0.93 -3.59
H 2.63 1.45 -5.04
H 2.97 2.47 -2.18
H 4.24 2.22 -3.39
C -3.95 1.68 1.09
C -5.16 2.22 0.34
O -6.26 1.73 1.13
C -5.82 1.49 2.37
O -6.52 1.28 3.32
O -4.47 1.55 2.43
H -3.10 2.35 1.10
H -3.67 0.70 0.71
H -5.21 3.31 0.35
H -5.24 1.84 -0.68
C 6.61 -0.34 -1.29
C 6.66 -1.33 -2.43
O 7.85 -0.95 -3.13
C 8.66 -0.29 -2.27
O 9.79 0.01 -2.50
O 8.01 -0.02 -1.12
H 6.21 -0.73 -0.36
H 6.08 0.58 -1.55
H 6.79 -2.36 -2.08
H 5.80 -1.28 -3.10
C -6.22 4.58 3.40
C -5.16 4.85 4.46
O -3.95 4.61 3.75
C -4.18 4.74 2.42
O -3.35 4.67 1.57
O -5.51 4.89 2.19
H -7.10 5.21 3.47
H -6.51 3.53 3.37
H -5.17 5.89 4.79
H -5.21 4.18 5.32
C 4.45 -4.76 0.65
C 5.50 -4.10 1.52
O 5.47 -2.74 1.05
C 4.26 -2.51 0.49
O 3.86 -1.44 0.16
O 3.58 -3.67 0.35
H 3.88 -5.54 1.15
H 4.87 -5.14 -0.29
H 5.23 -4.10 2.58
H 6.51 -4.49 1.39
C 3.53 5.66 -0.04
C 2.92 4.98 1.17
O 3.35 3.63 1.00
C 4.45 3.61 0.21
O 5.11 2.65 -0.01
O 4.67 4.84 -0.31
H 3.86 6.68 0.14
H 2.87 5.63 -0.91
H 3.33 5.35 2.11
H 1.83 5.01 1.21

***

(2)
98
Properties=species:S:1:pos:R:3 method="wB97M-V/def2-TZVPD" orbital_gap_ev=5.821 charge=+1 lumo_energy_ev=-2.652 energy_ev=-125848.99659 e_above_lowest_kj_mol=256.94
Rb 1.28 0.46 -0.72
C 1.43 -2.05 -4.15
O 0.96 -0.73 -3.92
C 1.48 0.21 -4.85
C 2.84 0.72 -4.44
O 2.71 1.43 -3.22
C 3.07 2.81 -3.18
C 1.92 3.62 -2.65
O 1.67 3.22 -1.32
C 0.72 4.04 -0.65
H 1.11 -2.41 -5.13
H 2.52 -2.11 -4.08
H 0.99 -2.69 -3.38
H 1.52 -0.21 -5.86
H 0.78 1.05 -4.86
H 3.52 -0.12 -4.27
H 3.26 1.33 -5.24
H 3.93 2.92 -2.52
H 3.34 3.17 -4.18
H 2.19 4.69 -2.69
H 1.02 3.47 -3.27
H 1.09 5.07 -0.57
H -0.24 4.04 -1.18
H 0.58 3.63 0.34
Br -4.37 -2.55 2.08
C -3.91 -1.32 3.47
C -2.64 -1.40 4.02
C -2.26 -0.45 4.94
C -3.13 0.57 5.32
C -4.44 0.55 4.85
C -4.83 -0.39 3.90
N -2.75 1.54 6.30
N -1.62 2.07 6.20
C -0.93 2.05 4.98
C 0.44 1.87 5.05
C 1.20 1.50 3.94
C 0.59 1.30 2.68
O 1.15 0.79 1.68
C -0.78 1.82 2.55
N -1.22 2.00 1.28
C -2.38 2.60 1.11
C -3.18 3.05 2.16
C -2.75 2.85 3.45
C -1.52 2.19 3.68
H -1.96 -2.18 3.73
H -1.27 -0.49 5.38
H -5.14 1.29 5.21
H -5.84 -0.39 3.51
H 0.89 1.92 6.03
H 2.26 1.29 4.03
H -2.68 2.78 0.08
H -4.10 3.59 1.97
H -3.32 3.24 4.28
N -5.12 -0.94 0.06
C -4.03 -0.15 -0.65
C -4.20 -0.34 -2.17
C -2.87 -0.53 -2.89
N -2.01 0.66 -2.73
C -2.15 -1.76 -2.35
C -2.19 -1.90 -0.81
N -0.85 -2.18 -0.29
C -2.67 -0.62 -0.13
H -6.05 -0.65 -0.22
H -5.06 -0.87 1.09
H -5.03 -1.94 -0.15
H -4.19 0.87 -0.34
H -4.75 0.51 -2.59
H -4.79 -1.24 -2.36
H -3.10 -0.71 -3.94
H -2.42 1.46 -3.19
H -1.12 0.47 -3.18
H -1.11 -1.73 -2.67
H -2.60 -2.64 -2.80
H -2.89 -2.72 -0.57
H -0.52 -3.09 -0.59
H -0.85 -2.19 0.73
H -1.96 0.18 -0.33
H -2.70 -0.74 0.96
C 4.09 -1.10 1.01
C 5.35 -1.93 1.38
N 5.66 -2.88 0.29
C 4.53 -3.80 0.13
C 3.23 -3.00 -0.16
N 3.54 -1.57 -0.27
C 4.54 -1.39 -1.33
C 5.85 -2.13 -0.95
H 4.33 -0.04 0.91
H 3.31 -1.18 1.77
H 5.19 -2.51 2.29
H 6.22 -1.30 1.53
H 4.44 -4.39 1.04
H 4.77 -4.48 -0.69
H 2.50 -3.12 0.65
H 2.76 -3.32 -1.09
H 4.71 -0.31 -1.46
H 4.12 -1.77 -2.26
H 6.68 -1.43 -0.79
H 6.16 -2.83 -1.73

***

(3)
106
Properties=species:S:1:pos:R:3 method="wB97M-V/def2-TZVPD" orbital_gap_ev=5.591 charge=-2 lumo_energy_ev=3.947 energy_ev=-227079.70479 e_above_lowest_kj_mol=0.00
In 1.63 1.06 0.05
C 0.83 5.46 3.57
C 1.67 4.40 3.20
N 1.17 3.75 2.16
N 0.02 4.36 1.84
C -0.21 5.39 2.67
B -0.83 3.79 0.69
N -1.26 2.36 1.03
C -2.43 2.04 1.61
C -2.38 0.72 2.01
C -1.12 0.29 1.60
N -0.45 1.28 1.03
N -0.05 3.85 -0.64
C -0.26 4.73 -1.63
C 0.74 4.60 -2.57
C 1.54 3.57 -2.07
N 1.06 3.13 -0.91
H 0.96 6.18 4.37
H 2.61 4.07 3.61
H -1.10 6.00 2.55
H -1.82 4.47 0.58
H -3.20 2.79 1.70
H -3.16 0.15 2.49
H -0.66 -0.69 1.66
H -1.11 5.40 -1.58
H 0.86 5.14 -3.49
H 2.42 3.10 -2.48
Se 3.88 1.83 1.22
Te 5.31 2.59 -0.68
Te 5.18 0.24 -2.01
Se 2.71 0.24 -2.32
C 2.79 -4.62 4.03
C 3.70 -3.74 3.18
N 3.05 -3.29 1.95
C 3.29 -4.09 0.76
C 4.47 -3.58 -0.06
C 2.29 -2.15 1.96
S 1.59 -1.66 0.47
N 2.15 -1.62 3.18
C 1.72 -0.36 3.37
O 1.62 0.56 2.55
C 1.33 -0.04 4.80
C 0.73 1.19 5.05
C 0.35 1.53 6.34
C 0.55 0.63 7.38
C 1.15 -0.60 7.13
C 1.53 -0.93 5.84
H 3.32 -4.99 4.91
H 2.44 -5.49 3.46
H 1.92 -4.05 4.35
H 4.59 -4.30 2.88
H 4.03 -2.87 3.74
H 2.39 -4.11 0.15
H 3.48 -5.11 1.10
H 4.28 -2.57 -0.42
H 4.64 -4.23 -0.92
H 5.38 -3.57 0.54
H 0.59 1.88 4.22
H -0.12 2.49 6.53
H 0.25 0.89 8.39
H 1.32 -1.30 7.95
H 2.00 -1.88 5.62
C -4.18 -1.29 -0.45
C -4.00 -0.23 -1.54
C -4.37 -0.83 -2.90
C -4.90 0.97 -1.25
O -2.67 0.28 -1.53
Si -1.22 -0.30 -2.13
O -0.01 0.50 -1.56
O -1.34 -0.22 -3.81
C -1.09 0.95 -4.59
C 0.41 1.11 -4.80
C -1.66 2.21 -3.93
C -1.79 0.71 -5.93
O -1.34 -1.93 -1.85
C -0.73 -3.06 -2.47
C 0.70 -2.76 -2.88
C -0.76 -4.18 -1.44
C -1.57 -3.44 -3.69
H -5.23 -1.62 -0.40
H -3.91 -0.86 0.52
H -3.54 -2.14 -0.63
H -5.40 -1.21 -2.88
H -3.70 -1.64 -3.17
H -4.30 -0.07 -3.69
H -5.96 0.68 -1.25
H -4.75 1.73 -2.02
H -4.64 1.39 -0.29
H 0.90 1.28 -3.84
H 0.62 1.95 -5.47
H 0.82 0.20 -5.23
H -1.21 2.36 -2.95
H -2.75 2.12 -3.80
H -1.45 3.08 -4.54
H -1.36 -0.18 -6.41
H -1.66 1.56 -6.60
H -2.85 0.54 -5.77
H 1.30 -2.46 -2.02
H 0.73 -1.94 -3.61
H 1.16 -3.64 -3.34
H -0.21 -3.86 -0.55
H -0.31 -5.09 -1.84
H -1.79 -4.40 -1.15
H -1.59 -2.61 -4.40
H -2.59 -3.68 -3.39
H -1.14 -4.32 -4.19

***

(4)
112
Properties=species:S:1:pos:R:3 method="wB97M-V/def2-TZVPD" orbital_gap_ev=7.989 charge=+1 lumo_energy_ev=-2.401 energy_ev=-122584.20376
C 4.60 -5.50 3.51
C 3.67 -4.74 2.56
O 4.35 -4.34 1.38
C 4.39 -2.97 1.12
C 4.24 -2.81 -0.38
O 4.47 -1.50 -0.87
C 3.71 -0.49 -0.26
C 2.21 -0.59 -0.49
C 1.53 0.13 0.65
C 0.03 0.41 0.47
C -0.70 -0.94 0.39
C -2.17 -0.89 -0.05
C -0.63 -1.71 1.73
C -0.29 -3.18 1.48
P -0.37 1.36 2.05
C -2.18 1.65 2.21
C 0.47 2.99 1.98
C -0.02 1.24 -0.84
S -1.63 2.04 -1.05
C 0.47 0.41 -2.04
C 0.44 1.24 -3.33
C -0.67 0.85 -4.29
O -0.55 1.02 -5.50
O -1.81 0.25 -3.74
C -1.96 -1.08 -4.08
C -3.36 -1.56 -3.86
O -1.03 -1.76 -4.47
N 1.89 -0.04 -1.84
C 2.22 -1.10 -2.89
C 3.35 -0.66 -3.81
C 3.97 -1.89 -4.45
I 2.80 -2.56 -6.13
H 5.55 -5.59 3.02
H 4.74 -4.94 4.42
H 4.18 -6.47 3.72
H 3.25 -3.89 3.10
H 2.84 -5.37 2.28
H 5.33 -2.52 1.44
H 3.60 -2.42 1.62
H 4.98 -3.44 -0.85
H 3.28 -3.21 -0.71
H 4.04 0.44 -0.72
H 3.93 -0.37 0.79
H 1.89 -1.62 -0.46
H 1.72 -0.39 1.58
H 2.00 1.10 0.75
H -0.21 -1.61 -0.32
H -2.67 0.04 0.16
H -2.25 -1.04 -1.12
H -2.73 -1.67 0.44
H 0.10 -1.29 2.41
H -1.59 -1.69 2.22
H 0.74 -3.30 1.15
H -0.39 -3.73 2.41
H -0.99 -3.58 0.76
H -2.32 2.11 3.17
H -2.66 2.20 1.41
H -2.64 0.67 2.28
H 0.84 3.28 1.01
H 1.26 3.04 2.70
H -0.26 3.75 2.24
H 0.71 2.03 -0.72
H -1.58 2.67 -2.24
H -0.16 -0.45 -2.16
H 0.40 2.29 -3.11
H 1.32 1.09 -3.93
H -4.04 -0.73 -3.92
H -3.56 -2.30 -4.62
H -3.39 -2.00 -2.87
H 2.49 0.74 -2.09
H 2.53 -2.02 -2.42
H 1.35 -1.29 -3.51
H 4.15 -0.19 -3.24
H 2.98 -0.05 -4.61
H 4.95 -1.68 -4.84
H 4.05 -2.72 -3.77
C -7.75 -3.16 2.74
C -6.97 -1.99 2.09
C -5.93 -2.30 1.01
F -4.92 -3.06 1.46
F -5.39 -1.14 0.58
F -6.42 -1.23 3.06
F -7.90 -1.22 1.47
O -7.37 -3.65 4.02
C -6.44 -4.64 4.23
C -5.23 -4.15 5.04
F -4.60 -3.13 4.43
F -4.35 -5.16 5.17
F -6.07 -5.25 3.09
F -7.04 -5.58 4.99
H -8.74 -2.73 2.92
H -7.92 -3.97 2.03
H -6.40 -2.80 0.15
H -5.55 -3.82 6.03
C 2.35 6.80 -1.94
C 1.13 6.04 -1.38
C -0.19 6.81 -1.17
F -0.07 7.80 -0.28
F -1.12 5.94 -0.71
F 1.47 5.39 -0.25
F 0.83 5.07 -2.30
O 3.38 7.23 -1.06
C 3.39 8.44 -0.40
C 3.38 8.28 1.12
F 2.29 7.59 1.53
F 3.34 9.50 1.70
F 2.42 9.26 -0.84
F 4.56 9.04 -0.70
H 2.85 6.06 -2.56
H 2.05 7.60 -2.62
H -0.54 7.22 -2.12
H 4.27 7.75 1.45

***

> Which value of charge does entry 3 give?

-2